Entry 1:
{
  "formula": "C16H26BrMoNO5",
  "method": "wB97M-V/def2-TZVPD",
  "multiplicity": 3,
  "homo_lumo_gap_ev": [7.837, 7.114],
  "homo_energy_ev": [-22.18, -22.17],
  "charge": 4,
  "lumo_energy_ev": [-14.345, -15.054],
  "elements": ["Mo", "C", "C", "O", "C", "C", "O", "C", "C", "O", "C", "C", "O", "C", "C", "O", "H", "H", "H", "H", "H", "H", "H", "H", "H", "H", "H", "H", "H", "H", "H", "H", "H", "H", "H", "H", "C", "C", "C", "C", "C", "Br", "N", "C", "H", "H", "H", "H", "H", "H"],
  "positions_angstrom": [[8.362333, 11.574861, 7.707868], [8.150797, 14.117250, 9.597166], [9.125968, 14.526172, 8.544862], [8.847076, 13.576419, 7.388896], [9.356016, 14.085258, 6.073188], [9.498488, 12.884812, 5.164657], [8.484248, 11.889660, 5.608054], [7.272765, 11.574571, 4.777559], [6.058365, 11.996165, 5.607028], [6.444072, 11.388847, 6.924360], [5.381050, 10.862386, 7.887620], [6.089774, 9.766944, 8.709436], [7.416113, 10.282842, 9.132854], [7.786086, 10.454804, 10.530848], [7.584213, 11.953316, 10.731473], [8.196334, 12.575711, 9.546613], [7.092462, 14.421522, 9.530125], [8.466221, 14.356858, 10.628432], [10.161719, 14.321306, 8.888367], [9.000115, 15.530504, 8.125848], [10.300633, 14.533754, 6.322990], [8.662032, 14.840290, 5.712965], [10.473611, 12.412666, 5.212575], [9.275321, 13.165408, 4.144761], [7.320124, 10.522504, 4.682005], [7.383302, 12.049187, 3.792937], [5.078653, 11.656566, 5.223078], [5.955824, 13.053315, 5.746533], [4.551317, 10.423255, 7.295280], [4.974949, 11.696041, 8.480294], [6.258383, 8.960431, 8.027249], [5.489305, 9.493053, 9.582809], [8.846934, 10.178616, 10.642268], [7.206923, 9.830316, 11.171968], [8.110011, 12.384377, 11.589711], [6.554489, 12.262694, 10.829005], [8.632309, 6.537997, 4.933738], [9.241133, 7.685467, 5.735678], [10.594978, 7.664774, 5.994763], [11.202905, 8.720124, 6.703823], [10.321192, 9.671204, 7.183571], [10.880589, 11.047704, 8.474981], [8.982457, 9.731583, 6.957023], [8.461317, 8.735329, 6.223693], [9.430485, 5.922920, 4.530807], [8.085925, 6.970340, 4.089200], [7.834911, 5.961142, 5.408618], [11.180531, 6.810014, 5.636760], [12.294644, 8.775899, 6.915523], [7.398031, 8.771893, 6.056345]],
  "atomic_forces_ev_per_a": [[-0.51, -0.05, -0.07], [-0.57, -1.00, 1.16], [0.43, -0.80, -0.59], [0.08, 0.54, -0.04], [-0.28, -0.18, 0.68], [-0.65, -0.06, 0.17], [0.24, 0.52, -0.11], [0.01, 1.32, 0.27], [0.69, -0.54, -0.16], [-1.52, -0.26, 0.91], [0.00, 0.02, -0.11], [-0.42, 1.51, -0.31], [-0.07, -0.51, -1.11], [0.74, 1.43, -0.14], [0.61, -0.05, 0.73], [-0.45, 1.11, 0.03], [0.46, -0.13, -0.53], [0.20, 0.15, -0.58], [-0.52, 0.32, -0.41], [0.00, -0.10, 0.44], [0.53, 0.27, -0.30], [-0.16, -0.04, 0.06], [0.03, -0.19, 0.09], [0.06, -0.03, -0.32], [-0.12, -1.03, -0.34], [-0.15, 0.00, 0.38], [0.58, -0.47, 0.34], [0.19, 0.68, 0.16], [0.57, 0.21, 0.23], [0.37, -0.12, -0.27], [0.32, -0.85, 0.14], [0.22, -0.12, -0.15], [-0.43, 0.00, -0.22], [-0.63, -0.40, 0.41], [0.07, -0.45, 0.03], [-0.48, -0.02, -0.32], [-0.40, 1.08, -0.40], [-1.33, -1.04, -0.22], [1.05, 0.38, 0.15], [-0.02, 0.20, 0.40], [0.37, -0.16, 0.20], [-0.36, -0.33, -0.82], [1.78, -0.45, 0.38], [0.03, -0.28, -0.14], [-0.18, -0.28, 0.10], [0.28, 0.05, -0.22], [0.51, -0.09, 0.55], [-0.02, 0.44, 0.16], [-0.98, -0.15, -0.14], [-0.18, -0.06, -0.14]],
  "mulliken_spin": [1.907, 0.002, 0.003, 0.022, 0.006, 0.001, -0.023, 0.001, 0.006, 0.036, 0.001, 0.004, -0.009, -0.005, 0.005, 0.013, 0.001, -0.001, -0.001, 0.001, -0.001, 0.003, -0.005, 0.004, 0.000, -0.001, 0.000, 0.000, 0.000, 0.001, -0.003, 0.000, -0.005, 0.004, 0.000, 0.004, 0.000, 0.002, 0.010, -0.012, 0.009, -0.004, 0.013, 0.014, 0.000, 0.000, 0.000, 0.000, 0.000, -0.004]
}

---

Entry 2:
{
  "formula": "C16H26CoF6NO12S2",
  "method": "wB97M-V/def2-TZVPD",
  "multiplicity": 5,
  "homo_lumo_gap_ev": [10.756, 4.677],
  "homo_energy_ev": [-16.21, -16.15],
  "charge": 2,
  "lumo_energy_ev": [-5.452, -11.469],
  "elements": ["Co", "C", "F", "F", "F", "S", "O", "O", "N", "S", "O", "O", "C", "F", "F", "F", "O", "C", "O", "C", "C", "C", "H", "H", "H", "H", "H", "H", "O", "C", "O", "C", "C", "C", "H", "H", "H", "H", "H", "H", "O", "C", "O", "C", "C", "C", "H", "H", "H", "H", "H", "H", "C", "O", "H", "H", "H", "H", "C", "O", "H", "H", "H", "H"],
  "positions_angstrom": [[9.565078, -21.351628, -26.184893], [10.545956, -18.487387, -28.691611], [10.901353, -17.291116, -29.140567], [9.213530, -18.588525, -28.600847], [11.054809, -19.356449, -29.590268], [11.379857, -18.856307, -26.993191], [12.712868, -18.246993, -27.018735], [10.488907, -18.309835, -25.997286], [11.263119, -20.614507, -26.835373], [12.650133, -21.099091, -27.422792], [12.559019, -22.502853, -27.920008], [13.470568, -20.317595, -28.379868], [13.867702, -21.341759, -25.887754], [14.279712, -20.185915, -25.419575], [13.235557, -21.985106, -24.896620], [14.906917, -22.089112, -26.289818], [7.979048, -19.903674, -26.234176], [7.105502, -19.122318, -25.945457], [6.277422, -19.281122, -24.842151], [5.162918, -18.418915, -24.781579], [5.429874, -17.419506, -25.911397], [6.760804, -17.885314, -26.656787], [5.232280, -17.958685, -23.795935], [4.179841, -18.886341, -24.837922], [5.480343, -16.389486, -25.558410], [4.629806, -17.267388, -26.635862], [7.520282, -17.109162, -26.562582], [6.723896, -18.134571, -27.717267], [7.912597, -22.491165, -25.553831], [6.789480, -23.062535, -25.420869], [6.628680, -24.078909, -24.573238], [5.449189, -24.840178, -24.832053], [4.924760, -24.150965, -26.040641], [5.444337, -22.780992, -26.180612], [4.779228, -24.700279, -23.983712], [5.799097, -25.859336, -24.996344], [3.848796, -24.318266, -26.089563], [5.339485, -24.710331, -26.879229], [4.811980, -22.026166, -25.713203], [5.586635, -22.400701, -27.192159], [10.366885, -23.134142, -25.849390], [10.426671, -24.351000, -25.763962], [10.355187, -24.920979, -24.549846], [10.148267, -26.351561, -24.524150], [10.347863, -26.789394, -26.045892], [10.711177, -25.476722, -26.827831], [9.114441, -26.507624, -24.216003], [10.906328, -26.823337, -23.898953], [9.451700, -27.138578, -26.558789], [11.123002, -27.524231, -26.263359], [10.118624, -25.337927, -27.732110], [11.758352, -25.529900, -27.125659], [9.491370, -22.793721, -28.904678], [8.798704, -21.839277, -28.029105], [10.493621, -23.079223, -28.585180], [8.856468, -23.678795, -28.945310], [9.619495, -22.621883, -29.973396], [8.021732, -21.606007, -28.542415], [11.098520, -20.216501, -23.511104], [10.046963, -21.010068, -24.030690], [10.479740, -19.420167, -23.097509], [11.709991, -20.645927, -22.717502], [11.832780, -19.804002, -24.203056], [9.361023, -21.029298, -23.359326]],
  "atomic_forces_ev_per_a": [[-2.34, -0.52, 1.45], [0.69, -0.03, -1.38], [-0.46, -0.41, 1.13], [1.27, -0.11, 0.05], [-0.78, -0.18, 0.75], [-1.03, 3.15, 1.58], [-1.46, -2.26, -0.51], [0.44, -1.08, -1.02], [2.82, 3.40, -2.05], [1.54, -3.63, 2.52], [0.11, 1.81, -0.20], [-0.89, -0.21, -0.21], [0.65, -0.62, 0.47], [-0.16, 0.03, -0.52], [-0.17, 0.21, -1.09], [-1.21, 0.86, -0.04], [0.35, -0.17, 0.31], [-1.19, 0.41, 1.99], [1.99, -2.25, -1.43], [0.26, 1.72, -0.14], [0.08, 1.07, -1.55], [-1.48, 0.95, 0.62], [-0.16, 0.17, -0.10], [0.37, -0.63, -0.25], [0.67, -0.14, 0.36], [-0.24, -0.81, 0.00], [0.29, -0.30, 0.18], [-0.52, 0.24, -0.04], [-3.82, -1.97, 1.01], [2.03, 1.98, -0.26], [1.96, 1.19, -0.18], [0.02, 0.97, 0.69], [-2.04, -2.50, -2.36], [1.40, 0.65, 1.13], [0.18, -0.49, 0.15], [-0.54, 0.01, 0.18], [-0.05, 0.45, -0.20], [-0.19, -0.14, -0.32], [0.35, 0.08, 0.61], [0.25, -0.44, -0.01], [0.84, -1.24, -0.61], [0.95, -1.76, 0.66], [-0.29, 1.02, -0.53], [0.39, -0.37, -2.51], [-0.19, 1.03, -0.68], [-0.60, 0.26, 1.36], [0.33, -0.16, 0.31], [-0.34, 0.27, 0.20], [-0.22, -0.34, 0.70], [-0.08, -0.03, 0.61], [0.00, 0.05, 0.17], [0.07, 0.62, 0.18], [-0.36, -1.50, -0.26], [1.47, -0.65, -2.09], [-0.41, 0.39, 0.67], [0.14, -0.30, 0.44], [-0.32, 1.48, 0.05], [-0.35, 0.52, 0.45], [-0.31, 1.69, 1.40], [0.39, -1.19, -1.49], [1.17, 0.83, 0.33], [-0.42, -0.65, 0.03], [-0.67, -0.26, -0.57], [-0.22, -0.19, -0.14]],
  "mulliken_spin": [2.841, 0.005, 0.001, 0.001, 0.000, 0.004, 0.078, 0.022, -0.008, -0.038, 0.408, 0.554, -0.003, -0.001, 0.003, 0.001, 0.010, 0.001, 0.001, 0.000, 0.000, 0.000, 0.000, 0.000, 0.000, 0.000, 0.000, 0.000, 0.020, 0.000, -0.001, 0.001, 0.000, 0.000, 0.000, 0.000, 0.000, 0.000, 0.000, 0.000, 0.028, 0.002, 0.002, 0.000, 0.000, 0.000, 0.000, 0.000, 0.000, 0.000, 0.001, 0.002, 0.000, 0.024, 0.004, 0.001, 0.001, 0.004, 0.000, 0.029, 0.000, 0.001, 0.000, -0.001]
}

---

Entry 3:
{
  "formula": "C16H26F4N2O3PY",
  "method": "wB97M-V/def2-TZVPD",
  "de_lowest_kcal_mol": 0.0,
  "homo_lumo_gap_ev": 7.340,
  "homo_energy_ev": -14.24,
  "charge": 2,
  "lumo_energy_ev": -6.905,
  "elements": ["Y", "C", "N", "C", "C", "C", "N", "C", "C", "F", "C", "F", "C", "C", "F", "C", "F", "H", "H", "H", "H", "H", "H", "H", "H", "H", "H", "H", "C", "C", "O", "P", "O", "C", "C", "O", "C", "C", "H", "H", "H", "H", "H", "H", "H", "H", "H", "H", "H", "H", "H", "H", "H"],
  "positions_angstrom": [[-0.191746, 0.972939, -0.553635], [-3.165551, 2.371256, -0.343612], [-2.222030, 1.890666, -1.380455], [-1.985235, 2.967573, -2.369903], [-2.794411, 0.675186, -2.038000], [-1.834469, 0.043056, -3.034500], [-0.506052, -0.025636, -2.414029], [0.579345, -0.472657, -3.180436], [1.846869, -0.141757, -2.724240], [1.863149, 0.627107, -1.534661], [3.036612, -0.474537, -3.320657], [4.175801, -0.071370, -2.771890], [2.999909, -1.231395, -4.476784], [1.759583, -1.606009, -4.959755], [1.678284, -2.339677, -6.056808], [0.568054, -1.245207, -4.336838], [-0.585966, -1.664243, -4.859875], [-4.130799, 2.623702, -0.789108], [-3.327367, 1.593449, 0.404285], [-2.768451, 3.263182, 0.140771], [-2.918782, 3.245175, -2.865959], [-1.594292, 3.849796, -1.862018], [-1.274841, 2.642143, -3.129457], [-3.026522, -0.035538, -1.236675], [-3.739034, 0.931705, -2.525832], [-2.224805, -0.942152, -3.291108], [-1.799819, 0.617353, -3.964269], [3.908076, -1.523828, -4.984680], [0.677460, -1.043435, 5.818476], [-0.162318, -0.225343, 4.881286], [0.444600, -0.337097, 3.525322], [0.040812, 0.617562, 2.350084], [-0.768631, -0.360652, 1.236351], [-0.579729, -1.852333, 1.219637], [-1.693196, -2.512117, 1.980528], [1.384956, 0.634379, 1.408949], [2.659197, 1.194284, 1.938067], [3.567728, 0.072700, 2.359274], [0.244322, -0.984668, 6.817268], [1.697204, -0.664697, 5.868218], [0.699199, -2.089675, 5.517323], [-0.180117, 0.831303, 5.144231], [-1.182413, -0.597452, 4.804168], [0.404530, -2.055868, 1.636228], [-0.581830, -2.125767, 0.164351], [-1.675877, -2.235202, 3.033546], [-1.564834, -3.593367, 1.915663], [-2.667443, -2.261771, 1.562896], [2.407052, 1.869237, 2.757859], [3.075015, 1.778346, 1.120307], [3.131953, -0.510023, 3.168790], [4.508577, 0.497987, 2.710657], [3.788271, -0.586614, 1.520648]],
  "atomic_forces_ev_per_a": [[0.17, -0.14, -0.22], [0.00, -0.01, -0.01], [-0.08, 0.04, 0.01], [0.00, -0.02, 0.00], [0.04, 0.04, 0.01], [0.03, -0.04, 0.07], [0.15, -0.01, -0.04], [-0.19, -0.05, 0.22], [0.09, 0.13, 0.04], [0.07, 0.03, -0.09], [-0.05, -0.09, 0.01], [0.02, -0.01, -0.03], [0.00, 0.02, 0.04], [0.00, 0.03, -0.05], [0.01, 0.00, 0.01], [0.01, 0.00, -0.07], [0.00, -0.01, 0.00], [0.00, 0.01, 0.00], [0.00, 0.00, 0.00], [0.01, 0.00, 0.00], [0.00, 0.00, 0.00], [-0.01, 0.02, -0.01], [0.01, -0.01, 0.02], [0.00, -0.02, -0.01], [-0.01, 0.00, 0.02], [-0.01, 0.00, 0.00], [0.02, 0.01, 0.00], [-0.01, 0.00, -0.01], [0.01, 0.00, 0.05], [0.03, 0.02, -0.12], [0.05, -0.16, -0.08], [-0.52, 0.30, 0.79], [0.01, -0.14, -0.05], [0.03, 0.08, -0.08], [-0.02, -0.03, 0.02], [0.19, 0.02, -0.49], [-0.10, -0.05, -0.05], [0.05, 0.01, 0.03], [0.01, -0.01, 0.00], [0.00, 0.01, 0.00], [-0.01, 0.00, -0.01], [0.00, 0.00, 0.03], [0.00, -0.01, 0.02], [-0.01, -0.01, 0.02], [-0.03, 0.01, -0.01], [0.01, 0.00, 0.00], [-0.01, 0.00, 0.01], [0.01, 0.00, -0.01], [0.02, -0.01, 0.02], [0.01, 0.00, 0.00], [-0.01, 0.01, 0.00], [0.00, -0.01, 0.00], [0.00, 0.01, -0.01]],
  "mulliken_charge": [1.586, -1.075, 0.206, -1.118, -1.085, -0.874, 0.065, -0.649, 0.974, -0.255, -0.305, -0.268, -0.343, 0.023, -0.260, 0.665, -0.283, 0.378, 0.323, 0.368, 0.340, 0.391, 0.390, 0.407, 0.458, 0.511, 0.514, 0.527, -1.214, -0.180, -0.113, -0.344, -0.278, 0.047, -1.222, 0.123, -0.347, -1.105, 0.417, 0.306, 0.302, 0.369, 0.315, 0.275, 0.366, 0.232, 0.427, 0.319, 0.352, 0.374, 0.216, 0.432, 0.318]
}